The following is a DFT calculation (the ωB97M-V functional and the def2-TZVPD basis) of a molecular structure, C63H56ClGaNO39S at a distorted geometry.

XYZ file:
```
162
Properties=species:S:1:pos:R:3:mulliken_charge:R:1
N 3.57 -1.53 -0.62 -0.52
C 4.47 -1.58 -1.84 0.33
C 3.61 -1.06 -3.14 -0.77
C 3.76 0.54 -3.47 -0.12
Ga 3.84 1.78 -1.82 -0.69
C 4.96 3.50 -2.07 -0.40
C 5.49 3.78 -3.59 0.16
O 5.01 3.24 -4.72 -0.67
C 1.99 2.35 -1.07 0.17
C 0.80 2.43 -2.21 0.12
C -0.52 1.66 -1.54 -0.57
C -1.93 1.97 -2.32 -0.39
S -2.26 0.74 -3.75 1.09
O -1.28 -0.45 -3.74 -0.56
O -3.72 0.16 -3.65 -0.52
Cl -2.19 1.89 -5.52 -0.27
H 2.71 -0.98 -0.89 0.11
H 3.29 -2.50 -0.34 0.27
H 4.90 -2.68 -2.00 0.29
H 5.40 -0.89 -1.67 -0.44
H 2.47 -1.38 -3.12 0.17
H 4.06 -1.63 -4.09 0.30
H 4.79 0.69 -4.05 0.19
H 2.90 0.85 -4.24 0.26
H 4.55 0.93 -0.63 -0.19
H 4.38 4.49 -1.73 0.19
H 5.93 3.47 -1.38 0.19
H 6.39 4.54 -3.71 0.22
H 1.64 1.57 -0.24 0.24
H 2.04 3.39 -0.52 -0.52
H 1.10 2.02 -3.26 0.13
H 0.49 3.58 -2.29 0.12
H -0.65 2.01 -0.41 0.28
H -0.28 0.51 -1.49 0.32
H -2.02 3.07 -2.73 0.48
H -2.86 1.82 -1.59 -0.06
C -4.92 -0.79 2.85 -0.98
C -4.68 0.43 2.36 0.36
C -4.27 0.62 0.94 1.07
O -4.07 1.75 0.51 -0.68
C -4.12 -0.57 0.10 -0.55
C -4.36 -1.79 0.59 0.10
C -4.79 -1.98 2.00 0.85
O -5.02 -3.11 2.42 -0.63
O -4.21 -2.92 -0.19 -0.55
O -4.79 1.56 3.15 -0.57
H -5.22 -0.94 3.88 0.47
H -3.81 -0.42 -0.93 0.45
H -4.45 -3.67 0.39 0.33
H -4.57 2.31 2.56 0.34
C -6.06 -0.94 -6.14 -0.70
C -6.55 0.28 -6.38 0.20
C -7.76 0.47 -7.23 0.84
O -8.20 1.60 -7.42 -0.60
C -8.37 -0.73 -7.83 -1.01
C -7.88 -1.94 -7.60 0.38
C -6.69 -2.13 -6.72 0.92
O -6.27 -3.27 -6.50 -0.62
O -8.45 -3.07 -8.16 -0.58
O -5.97 1.41 -5.84 -0.42
H -5.19 -1.09 -5.51 0.58
H -9.24 -0.57 -8.47 0.41
H -7.91 -3.82 -7.84 0.35
H -6.51 2.16 -6.15 0.27
C -3.68 4.86 -7.15 -0.70
C -2.77 5.75 -7.55 0.41
C -3.07 6.72 -8.63 0.83
O -2.22 7.54 -8.96 -0.62
C -4.39 6.66 -9.27 -0.86
C -5.30 5.77 -8.88 0.27
C -5.01 4.81 -7.77 0.80
O -5.88 4.02 -7.42 -0.55
O -6.54 5.71 -9.48 -0.59
O -1.52 5.79 -6.96 -0.53
H -3.48 4.14 -6.36 0.44
H -4.58 7.37 -10.07 0.41
H -7.02 4.98 -9.02 0.34
H -1.04 6.52 -7.42 0.35
C 7.90 4.28 -8.55 -0.80
C 7.45 3.81 -7.39 0.39
C 8.38 3.42 -6.29 0.81
O 7.93 3.01 -5.23 -0.42
C 9.83 3.55 -6.54 -1.04
C 10.28 4.01 -7.71 0.43
C 9.35 4.43 -8.79 0.99
O 9.79 4.87 -9.85 -0.64
O 11.64 4.13 -7.95 -0.58
O 6.09 3.67 -7.16 -0.51
H 7.24 4.57 -9.36 0.44
H 10.49 3.25 -5.75 0.42
H 11.71 4.49 -8.86 0.34
H 6.02 3.31 -6.25 0.31
C 2.70 7.81 1.19 -0.74
C 2.07 6.72 0.75 0.27
C 1.60 6.61 -0.66 0.79
O 1.04 5.58 -1.04 -0.48
C 1.83 7.75 -1.56 -0.96
C 2.46 8.84 -1.12 0.43
C 2.95 8.95 0.28 0.93
O 3.54 9.96 0.65 -0.63
O 2.67 9.92 -1.96 -0.58
O 1.83 5.65 1.59 -0.62
H 3.04 7.91 2.21 0.42
H 1.47 7.66 -2.57 0.45
H 3.15 10.59 -1.41 0.34
H 1.36 4.99 1.04 0.34
C -3.20 -5.18 4.71 -0.77
C -3.65 -5.65 5.87 0.35
C -2.72 -6.03 6.97 0.69
O -3.17 -6.44 8.03 -0.45
C -1.27 -5.91 6.72 -0.99
C -0.82 -5.44 5.55 0.43
C -1.75 -5.03 4.47 0.93
O -1.31 -4.59 3.42 -0.63
O 0.54 -5.32 5.31 -0.58
O -5.01 -5.79 6.10 -0.61
H -3.86 -4.89 3.90 0.48
H -0.61 -6.21 7.52 0.50
H 0.61 -4.96 4.40 0.35
H -5.08 -6.15 7.01 0.32
C -3.99 -11.69 10.98 -0.95
C -4.63 -10.63 11.47 0.40
C -4.44 -9.27 10.89 0.95
O -5.06 -8.32 11.35 -0.65
C -3.49 -9.13 9.78 -0.62
C -2.84 -10.19 9.29 0.15
C -3.05 -11.55 9.85 0.79
O -2.46 -12.51 9.37 -0.62
O -1.94 -10.06 8.25 -0.54
O -5.51 -10.75 12.53 -0.57
H -4.12 -12.68 11.39 0.40
H -3.34 -8.13 9.38 0.59
H -1.61 -10.96 8.08 0.34
H -5.85 -9.85 12.70 0.35
C -2.28 -2.09 11.15 -0.98
C -2.77 -0.88 10.91 0.38
C -3.98 -0.68 10.05 0.91
O -4.42 0.44 9.87 -0.62
C -4.59 -1.88 9.45 -0.80
C -4.10 -3.09 9.69 0.37
C -2.91 -3.29 10.57 0.98
O -2.49 -4.42 10.78 -0.57
O -4.67 -4.22 9.13 -0.50
O -2.19 0.25 11.45 -0.57
H -1.41 -2.25 11.77 0.42
H -5.46 -1.72 8.82 0.46
H -4.13 -4.98 9.45 0.15
H -2.73 1.01 11.13 0.35
C 8.37 -2.27 0.47 -0.98
C 8.77 -2.32 1.74 0.44
C 8.98 -1.07 2.53 0.91
O 9.33 -1.15 3.70 -0.64
C 8.76 0.22 1.86 -0.80
C 8.36 0.26 0.59 0.28
C 8.13 -0.98 -0.20 1.03
O 7.74 -0.91 -1.36 -0.60
O 8.15 1.47 -0.05 -0.56
O 9.01 -3.53 2.37 -0.59
H 8.22 -3.17 -0.12 0.43
H 8.93 1.11 2.44 0.42
H 7.87 1.24 -0.97 0.31
H 9.29 -3.29 3.29 0.34
```

HOMO-LUMO gap   4.4 eV
DFT total energy   -8206.28740 hartree
E_LUMO   -0.80 eV
Charge   -1